Record 1
{"formula": "C30H57FI2N4O20P", "method": "ωB97M-V/def2-TZVPD", "elements": ["C", "C", "C", "F", "N", "C", "N", "C", "C", "C", "P", "O", "I", "C", "C", "C", "C", "I", "N", "C", "O", "N", "H", "H", "H", "H", "H", "H", "H", "H", "H", "H", "H", "H", "H", "H", "H", "H", "H", "H", "H", "H", "H", "C", "O", "C", "O", "O", "C", "H", "H", "H", "H", "H", "H", "C", "O", "C", "O", "O", "C", "H", "H", "H", "H", "H", "H", "C", "O", "C", "O", "O", "C", "H", "H", "H", "H", "H", "H", "C", "O", "C", "O", "O", "C", "H", "H", "H", "H", "H", "H", "C", "O", "C", "O", "O", "C", "H", "H", "H", "H", "H", "H", "C", "O", "C", "O", "O", "C", "H", "H", "H", "H", "H", "H"], "positions_angstrom": [[-4.69, -0.95, -0.24], [-4.03, -0.11, 0.86], [-2.64, -0.64, 1.21], [-2.62, -1.13, 2.51], [-1.59, 0.36, 1.20], [-0.69, 0.50, 0.25], [0.27, 1.48, 0.31], [1.65, 0.87, 0.35], [2.64, 2.05, 0.34], [1.86, -0.07, -0.86], [3.25, -1.31, -0.58], [2.95, -1.53, 1.02], [5.28, 0.04, -0.68], [0.60, -0.84, -1.36], [0.57, -0.75, -2.89], [-0.68, -1.42, -3.49], [-1.73, -0.39, -3.91], [-1.31, 0.40, -5.83], [0.70, -2.28, -1.03], [0.26, -2.68, 0.04], [-0.17, -3.07, 1.03], [-0.66, -0.27, -0.86], [-4.42, -0.61, -1.23], [-4.50, -2.01, -0.13], [-5.77, -0.82, -0.18], [-4.62, -0.11, 1.77], [-3.93, 0.91, 0.51], [-2.40, -1.50, 0.58], [-1.61, 1.01, 1.97], [0.12, 2.00, 1.17], [1.77, 0.35, 1.29], [2.09, 2.99, 0.26], [3.22, 2.09, 1.25], [3.31, 2.02, -0.51], [2.22, 0.54, -1.68], [3.21, -2.43, 1.26], [1.47, -1.24, -3.25], [0.60, 0.31, -3.15], [-0.39, -2.01, -4.36], [-1.12, -2.11, -2.78], [-2.74, -0.78, -3.87], [-1.69, 0.45, -3.24], [-1.45, -0.88, -0.98], [4.98, 0.33, 3.11], [6.38, 0.22, 3.33], [6.89, 1.25, 4.01], [6.26, 2.20, 4.41], [8.19, 1.05, 4.17], [8.86, 2.08, 4.91], [4.68, -0.56, 2.55], [4.44, 0.36, 4.05], [4.75, 1.22, 2.52], [8.45, 2.15, 5.91], [8.78, 3.03, 4.40], [9.90, 1.78, 4.96], [-2.08, -2.54, 5.10], [-1.96, -1.54, 6.11], [-0.84, -1.62, 6.83], [0.04, -2.43, 6.66], [-0.85, -0.65, 7.73], [0.30, -0.62, 8.58], [-3.03, -2.35, 4.59], [-1.27, -2.46, 4.38], [-2.10, -3.53, 5.53], [1.21, -0.46, 8.00], [0.39, -1.55, 9.15], [0.15, 0.21, 9.26], [-5.19, -3.50, -4.00], [-6.46, -3.18, -4.55], [-7.29, -2.54, -3.73], [-7.04, -2.22, -2.60], [-8.42, -2.32, -4.38], [-9.42, -1.63, -3.61], [-4.63, -4.01, -4.78], [-4.66, -2.59, -3.72], [-5.29, -4.16, -3.14], [-9.06, -0.65, -3.31], [-9.70, -2.21, -2.74], [-10.28, -1.52, -4.27], [-3.20, -3.43, -8.64], [-2.38, -4.60, -8.45], [-2.04, -4.84, -7.19], [-2.36, -4.17, -6.24], [-1.30, -5.94, -7.16], [-0.86, -6.32, -5.86], [-3.39, -3.37, -9.70], [-4.14, -3.53, -8.10], [-2.67, -2.54, -8.31], [-1.70, -6.54, -5.21], [-0.23, -5.55, -5.42], [-0.27, -7.23, -6.00], [0.57, 3.74, -5.13], [0.29, 5.13, -4.95], [-0.21, 5.72, -6.04], [-0.42, 5.18, -7.09], [-0.43, 7.00, -5.76], [-0.97, 7.76, -6.84], [0.96, 3.38, -4.18], [-0.33, 3.18, -5.39], [1.32, 3.60, -5.90], [-1.93, 7.36, -7.16], [-0.27, 7.76, -7.68], [-1.09, 8.77, -6.47], [3.85, 2.19, 6.68], [3.82, 3.13, 7.75], [4.93, 3.15, 8.48], [5.90, 2.46, 8.30], [4.79, 4.07, 9.44], [5.92, 4.20, 10.31], [2.89, 2.27, 6.17], [4.65, 2.42, 5.98], [3.96, 1.18, 7.06], [6.80, 4.50, 9.74], [6.11, 3.26, 10.82], [5.65, 4.97, 11.03]], "mulliken_charge": [-1.260, -0.672, -0.084, -0.279, -0.021, -0.071, -0.304, 0.662, -1.400, -1.003, 0.091, -0.545, -0.049, 0.877, -1.130, -0.919, -1.109, 0.072, -0.730, 0.609, -0.420, 0.341, 0.259, 0.380, 0.508, 0.462, 0.334, 0.293, 0.296, 0.383, 0.502, 0.519, 0.112, 0.333, 0.963, 0.328, 0.419, 0.481, 0.463, 0.318, 0.350, 0.495, 0.143, -0.314, -0.344, 0.841, -0.605, -0.359, -0.586, 0.115, 0.278, 0.181, 0.271, 0.293, 0.228, -0.536, -0.332, 0.802, -0.547, -0.330, -0.562, 0.184, 0.198, 0.362, 0.231, 0.304, 0.228, -0.262, -0.307, 0.823, -0.551, -0.335, -0.622, 0.103, 0.035, 0.317, 0.290, 0.292, 0.221, -0.542, -0.333, 0.827, -0.504, -0.324, -0.587, 0.228, 0.274, 0.228, 0.277, 0.247, 0.230, -0.422, -0.341, 0.778, -0.539, -0.325, -0.628, 0.155, 0.111, 0.341, 0.299, 0.297, 0.216, -0.492, -0.362, 0.776, -0.537, -0.344, -0.628, 0.304, 0.224, 0.280, 0.297, 0.296, 0.219], "lumo_energy_ev": -2.989, "charge": 1}

=====

Record 2
{"formula": "C30H57N3O14P2S3", "method": "ωB97M-V/def2-TZVPD", "elements": ["C", "O", "P", "O", "O", "C", "O", "C", "H", "H", "H", "H", "H", "H", "H", "H", "H", "C", "O", "P", "O", "O", "C", "O", "C", "H", "H", "H", "H", "H", "H", "H", "H", "H", "O", "S", "O", "C", "C", "C", "C", "H", "H", "H", "H", "H", "H", "H", "H", "O", "S", "O", "C", "C", "C", "C", "H", "H", "H", "H", "H", "H", "H", "H", "O", "S", "O", "C", "C", "C", "C", "H", "H", "H", "H", "H", "H", "H", "H", "C", "C", "C", "N", "C", "H", "H", "H", "H", "H", "C", "C", "C", "N", "C", "H", "H", "H", "H", "H", "C", "C", "C", "N", "C", "H", "H", "H", "H", "H"], "positions_angstrom": [[2.14, -0.44, 3.50], [2.49, -1.80, 3.90], [1.50, -3.05, 3.49], [0.06, -2.75, 3.54], [2.09, -3.48, 2.08], [3.34, -4.04, 2.06], [1.99, -4.17, 4.56], [1.27, -5.40, 4.64], [1.55, -0.39, 2.58], [3.04, 0.17, 3.46], [1.61, 0.08, 4.31], [3.75, -3.81, 1.08], [3.24, -5.12, 2.11], [4.06, -3.69, 2.80], [1.88, -6.04, 3.99], [0.22, -5.42, 4.35], [1.40, -5.61, 5.70], [-0.95, 2.01, 1.62], [0.45, 1.72, 1.53], [1.10, 1.17, 0.07], [2.54, 0.75, 0.16], [-0.03, 0.02, -0.30], [0.35, -1.35, -0.14], [0.80, 2.37, -1.02], [1.53, 3.63, -1.02], [-1.47, 1.98, 0.66], [-1.01, 2.94, 2.19], [-1.35, 1.21, 2.24], [-0.02, -1.75, 0.80], [1.43, -1.45, -0.05], [0.06, -1.97, -0.99], [2.61, 3.65, -0.87], [0.87, 4.36, -0.54], [1.52, 3.91, -2.07], [-3.62, 1.82, 4.55], [-3.55, 0.63, 5.40], [-4.05, 0.78, 6.79], [-4.30, -0.78, 4.63], [-3.23, -1.70, 4.41], [-2.20, -1.53, 5.55], [-1.88, -0.01, 5.38], [-4.88, -0.45, 3.77], [-5.04, -1.11, 5.35], [-3.60, -2.71, 4.53], [-2.90, -1.71, 3.38], [-1.50, -2.32, 5.29], [-2.51, -1.74, 6.57], [-1.48, 0.20, 4.38], [-1.40, 0.54, 6.19], [-4.08, -3.50, 2.08], [-3.26, -4.69, 1.76], [-2.31, -5.17, 2.76], [-4.35, -5.98, 1.01], [-3.83, -6.25, -0.43], [-3.34, -4.88, -0.99], [-2.46, -4.35, 0.18], [-5.25, -5.43, 0.76], [-4.58, -6.78, 1.71], [-2.95, -6.87, -0.25], [-4.57, -6.57, -1.17], [-4.20, -4.21, -1.07], [-2.74, -5.01, -1.89], [-2.37, -3.27, 0.21], [-1.50, -4.84, 0.34], [0.55, -3.48, -6.04], [1.17, -4.15, -4.94], [0.90, -5.59, -4.79], [2.98, -3.86, -4.97], [3.15, -2.90, -3.72], [2.25, -3.51, -2.68], [0.95, -3.25, -3.32], [3.24, -3.62, -6.00], [3.45, -4.83, -4.82], [4.12, -2.83, -3.21], [2.95, -1.87, -4.01], [2.33, -2.90, -1.78], [2.64, -4.50, -2.45], [0.83, -2.20, -3.58], [0.07, -3.65, -2.81], [-1.87, 2.76, -3.50], [-1.13, 3.03, -4.65], [-2.08, 3.50, -5.57], [-3.22, 3.69, -4.91], [-3.16, 3.06, -3.66], [-1.39, 2.29, -2.65], [-0.08, 2.88, -4.87], [-1.80, 3.87, -6.55], [-4.01, 4.18, -5.30], [-3.97, 2.74, -3.02], [3.65, 7.85, -3.35], [3.83, 6.86, -2.44], [5.14, 6.51, -2.46], [5.77, 7.44, -3.15], [4.87, 8.24, -3.74], [2.70, 8.36, -3.46], [3.13, 6.23, -1.89], [5.71, 5.85, -1.83], [6.76, 7.67, -3.20], [5.36, 8.86, -4.47], [-1.07, 5.92, -1.13], [-0.06, 6.48, -1.91], [0.66, 7.38, -1.12], [0.17, 7.34, 0.12], [-0.93, 6.46, 0.11], [-1.68, 5.16, -1.59], [0.18, 6.32, -2.94], [1.58, 7.92, -1.26], [0.76, 7.59, 0.90], [-1.49, 6.36, 1.03]], "mulliken_charge": [-0.179, -0.428, 0.156, -0.019, 0.243, -0.869, -0.380, -0.618, -0.116, 0.315, 0.295, 0.247, 0.284, 0.351, 0.285, 0.239, 0.232, -0.236, -0.329, 0.754, -0.777, -0.384, -0.241, 0.133, -0.948, 0.289, 0.269, -0.137, -0.096, 0.461, 0.096, 0.420, 0.320, 0.305, -0.671, 1.148, -0.690, -0.655, -0.331, -0.446, -0.067, 0.376, 0.361, 0.369, 0.063, -0.023, 0.397, -0.317, 0.517, -0.685, 1.273, -0.633, -0.870, -0.680, -0.649, -0.594, 0.347, 0.434, 0.320, 0.394, 0.387, 0.302, 0.234, 0.418, -0.636, 1.130, -0.670, -0.701, -0.904, -0.020, -0.477, 0.441, 0.335, 0.392, 0.389, -0.017, 0.296, 0.407, 0.051, 0.103, -0.544, -0.547, 0.009, -0.934, 0.574, 0.405, 0.373, 0.189, 0.361, -0.482, 0.486, -0.921, 0.032, -0.648, 0.382, 0.225, 0.375, 0.205, 0.360, -0.350, -0.160, -0.656, -0.031, -0.798, 0.358, 0.512, 0.433, 0.270, 0.440], "smiles": "COP(=O)(OC)OC.COP(=O)(OC)OC.O=S1(=O)CCCC1.O=S1(=O)CCCC1.O=S1(=O)CCCC1.c1cc[nH]c1.c1cc[nH]c1.c1cc[nH]c1", "lumo_energy_ev": 0.252}

=====

Record 3
{"formula": "C30H58BN10Tc", "method": "ωB97M-V/def2-TZVPD", "elements": ["Tc", "N", "C", "C", "N", "C", "C", "N", "C", "C", "N", "H", "H", "H", "H", "H", "H", "H", "H", "H", "H", "H", "H", "H", "H", "H", "H", "H", "H", "C", "C", "C", "C", "N", "N", "B", "N", "N", "C", "C", "C", "C", "C", "C", "C", "C", "N", "N", "C", "C", "C", "C", "C", "C", "C", "C", "C", "C", "C", "C", "H", "H", "H", "H", "H", "H", "H", "H", "H", "H", "H", "H", "H", "H", "H", "H", "H", "H", "H", "H", "H", "H", "H", "H", "H", "H", "H", "H", "H", "H", "H", "H", "H", "H", "H", "H", "H", "H", "H", "H"], "positions_angstrom": [[-0.14, -0.89, -0.52], [1.45, -2.41, -0.81], [1.02, -3.71, -1.32], [-0.22, -4.15, -0.56], [-1.08, -2.99, -0.22], [-1.44, -3.07, 1.20], [-0.27, -2.59, 2.04], [0.11, -1.23, 1.62], [-2.24, -2.93, -1.12], [-1.85, -2.48, -2.52], [-1.27, -1.12, -2.45], [1.90, -2.56, 0.10], [2.20, -2.08, -1.42], [0.82, -3.63, -2.39], [1.81, -4.46, -1.20], [-0.78, -4.89, -1.13], [0.10, -4.64, 0.37], [-2.30, -2.44, 1.37], [-1.72, -4.10, 1.48], [-0.55, -2.62, 3.10], [0.59, -3.24, 1.92], [-0.56, -0.56, 2.02], [1.00, -0.97, 2.05], [-2.75, -3.90, -1.17], [-2.94, -2.19, -0.72], [-1.11, -3.16, -2.95], [-2.73, -2.50, -3.16], [-0.81, -0.90, -3.34], [-2.05, -0.46, -2.38], [-2.89, 3.72, -1.26], [-2.76, 2.37, -0.66], [-3.82, 1.59, -0.23], [-3.27, 0.47, 0.39], [-1.92, 0.50, 0.20], [-1.63, 1.71, -0.36], [-0.27, 2.44, -0.33], [0.52, 2.27, 0.98], [1.19, 1.18, 1.31], [1.95, 1.47, 2.41], [1.73, 2.80, 2.76], [0.83, 3.30, 1.84], [0.30, 4.67, 1.80], [2.85, 0.51, 3.13], [3.59, -0.39, 2.15], [3.87, 1.28, 3.98], [1.99, -0.35, 4.11], [0.59, 1.93, -1.48], [1.04, 0.65, -1.61], [1.93, 0.66, -2.65], [1.97, 1.93, -3.19], [1.11, 2.72, -2.43], [0.83, 4.15, -2.65], [2.88, -0.43, -3.09], [3.81, 0.07, -4.21], [3.78, -0.74, -1.87], [2.11, -1.62, -3.67], [-4.14, -0.32, 1.37], [-3.38, -0.56, 2.68], [-5.34, 0.57, 1.75], [-4.77, -1.62, 0.81], [-3.93, 3.92, -1.49], [-2.30, 3.81, -2.17], [-2.55, 4.48, -0.56], [-4.85, 1.85, -0.34], [-0.47, 3.58, -0.47], [2.18, 3.35, 3.56], [0.61, 5.21, 2.69], [-0.79, 4.67, 1.74], [0.67, 5.21, 0.93], [4.34, 0.18, 1.61], [2.92, -0.84, 1.41], [4.11, -1.18, 2.69], [4.40, 2.01, 3.38], [4.58, 0.59, 4.40], [3.38, 1.80, 4.80], [2.57, -0.57, 5.00], [1.09, 0.18, 4.41], [1.72, -1.31, 3.67], [2.56, 2.27, -4.01], [1.32, 4.48, -3.57], [1.23, 4.74, -1.83], [-0.23, 4.35, -2.73], [4.40, 0.93, -3.90], [3.25, 0.34, -5.10], [4.50, -0.73, -4.47], [4.59, 0.00, -1.84], [4.26, -1.71, -1.95], [3.26, -0.62, -0.92], [1.91, -1.45, -4.72], [1.15, -1.76, -3.18], [2.70, -2.54, -3.61], [-3.25, 0.38, 3.21], [-2.39, -0.98, 2.53], [-3.94, -1.23, 3.32], [-5.03, 1.57, 2.03], [-5.85, 0.14, 2.61], [-6.07, 0.63, 0.94], [-4.17, -2.51, 0.96], [-5.02, -1.52, -0.24], [-5.71, -1.80, 1.34]], "mulliken_spin": [2.841, -0.035, 0.019, 0.017, -0.092, 0.032, 0.014, -0.060, 0.007, 0.006, 0.001, 0.013, -0.031, -0.008, -0.003, 0.000, -0.001, -0.017, 0.008, -0.004, 0.003, 0.020, -0.015, 0.000, -0.009, 0.000, -0.002, 0.011, 0.007, -0.002, 0.028, 0.008, 0.025, 0.030, 0.016, -0.153, 0.024, 0.105, 0.010, 0.012, 0.009, 0.001, 0.001, 0.005, 0.001, 0.003, 0.044, -0.022, 0.007, 0.029, 0.055, -0.003, 0.011, -0.001, 0.003, -0.002, 0.000, 0.004, 0.000, -0.001, 0.000, 0.001, 0.001, 0.000, 0.000, 0.001, 0.000, 0.000, 0.000, 0.000, 0.007, 0.000, 0.000, 0.000, 0.000, 0.000, -0.001, -0.001, 0.001, 0.000, 0.004, 0.003, 0.000, 0.000, 0.000, -0.001, 0.000, 0.005, 0.000, 0.004, 0.000, 0.001, 0.003, 0.000, 0.000, 0.000, 0.000, 0.001, 0.000, 0.000], "multiplicity": 4, "lumo_energy_ev": [-10.621, -11.417], "charge": 3}

=====

Record 4
{"formula": "C30H58CrN5O2P", "method": "ωB97M-V/def2-TZVPD", "elements": ["Cr", "N", "C", "C", "N", "C", "C", "N", "C", "C", "N", "H", "H", "H", "H", "H", "H", "H", "H", "H", "H", "H", "H", "H", "H", "H", "H", "H", "H", "O", "C", "C", "C", "C", "C", "C", "N", "H", "H", "H", "H", "H", "H", "H", "O", "P", "C", "C", "C", "C", "C", "C", "C", "C", "C", "C", "C", "C", "C", "C", "C", "C", "C", "C", "H", "H", "H", "H", "H", "H", "H", "H", "H", "H", "H", "H", "H", "H", "H", "H", "H", "H", "H", "H", "H", "H", "H", "H", "H", "H", "H", "H", "H", "H", "H", "H", "H"], "positions_angstrom": [[1.83, -0.60, 0.73], [0.57, -0.59, 2.54], [0.96, -0.13, 3.87], [2.25, -0.84, 4.24], [3.09, -0.99, 3.05], [3.53, -2.39, 2.91], [2.40, -3.24, 2.31], [1.97, -2.79, 0.97], [4.10, 0.07, 2.97], [3.47, 1.40, 2.53], [2.73, 1.32, 1.24], [-0.18, 0.02, 2.22], [0.16, -1.52, 2.62], [0.18, -0.35, 4.62], [1.08, 0.95, 3.84], [2.02, -1.83, 4.65], [2.77, -0.29, 5.03], [3.80, -2.83, 3.89], [4.42, -2.47, 2.30], [1.54, -3.21, 2.98], [2.75, -4.28, 2.27], [1.16, -3.36, 0.70], [2.71, -3.06, 0.31], [4.89, -0.21, 2.28], [4.58, 0.23, 3.95], [4.28, 2.13, 2.45], [2.80, 1.76, 3.31], [3.40, 1.50, 0.49], [2.09, 2.12, 1.22], [4.20, -1.17, 0.31], [4.76, -0.72, -0.91], [3.64, -0.55, -1.89], [3.92, -0.42, -3.25], [2.87, -0.36, -4.15], [1.58, -0.46, -3.65], [1.40, -0.56, -2.28], [2.39, -0.60, -1.39], [4.94, -1.53, 0.83], [5.47, -1.46, -1.30], [5.31, 0.23, -0.78], [4.94, -0.39, -3.58], [3.06, -0.27, -5.21], [0.73, -0.45, -4.31], [0.40, -0.62, -1.88], [-0.13, 0.09, 0.13], [-1.64, 0.25, -0.13], [-2.36, -1.47, -0.46], [-3.73, -1.49, -1.16], [-3.75, -1.94, -2.62], [-2.85, -3.14, -2.87], [-1.42, -2.77, -2.48], [-1.36, -2.51, -0.98], [-1.92, 1.62, -1.37], [-1.87, 1.16, -2.83], [-1.48, 2.32, -3.75], [-0.04, 2.76, -3.48], [0.31, 2.66, -1.99], [-0.93, 2.77, -1.12], [-2.47, 0.65, 1.51], [-1.97, 1.92, 2.22], [-2.73, 3.19, 1.84], [-4.24, 3.02, 2.02], [-4.72, 1.86, 1.17], [-4.00, 0.58, 1.58], [-2.54, -1.75, 0.59], [-4.20, -0.51, -1.09], [-4.36, -2.20, -0.60], [-3.45, -1.13, -3.28], [-4.78, -2.19, -2.88], [-2.89, -3.42, -3.92], [-3.19, -3.99, -2.28], [-1.12, -1.89, -3.05], [-0.74, -3.58, -2.74], [-0.34, -2.22, -0.67], [-1.59, -3.46, -0.48], [-2.93, 1.97, -1.15], [-2.85, 0.79, -3.14], [-1.15, 0.36, -2.96], [-2.17, 3.15, -3.59], [-1.58, 2.02, -4.79], [0.09, 3.78, -3.83], [0.66, 2.14, -4.05], [1.01, 3.45, -1.73], [0.80, 1.70, -1.77], [-1.43, 3.72, -1.34], [-0.63, 2.79, -0.07], [-2.12, -0.21, 2.10], [-0.90, 2.07, 2.03], [-2.09, 1.77, 3.29], [-2.54, 3.46, 0.81], [-2.38, 4.01, 2.47], [-4.75, 3.94, 1.73], [-4.48, 2.84, 3.07], [-4.57, 2.08, 0.12], [-5.79, 1.71, 1.32], [-4.38, -0.26, 1.00], [-4.26, 0.38, 2.62]], "mulliken_spin": [1.025, -0.034, 0.002, 0.004, -0.008, -0.001, -0.001, -0.001, 0.011, -0.006, 0.011, -0.001, 0.004, -0.001, -0.001, -0.001, 0.000, 0.001, -0.002, -0.002, 0.000, 0.002, 0.003, 0.000, -0.003, 0.000, -0.001, 0.002, 0.001, -0.005, -0.002, 0.006, 0.001, 0.002, -0.002, -0.002, -0.015, 0.002, 0.000, -0.001, 0.000, 0.000, 0.000, 0.011, -0.009, 0.011, 0.001, 0.000, 0.000, 0.000, 0.000, -0.011, -0.001, 0.000, 0.000, 0.000, -0.008, 0.002, 0.001, 0.000, 0.000, 0.000, 0.000, 0.001, 0.000, 0.000, 0.000, 0.000, 0.000, 0.000, 0.000, 0.000, 0.000, 0.006, 0.000, 0.001, 0.000, 0.000, 0.000, 0.000, 0.000, 0.000, 0.000, 0.007, 0.000, -0.002, 0.001, 0.000, 0.000, 0.000, 0.000, 0.000, 0.000, 0.000, 0.000, 0.000, 0.000], "multiplicity": 2, "lumo_energy_ev": [-10.941, -10.228], "charge": 3}

=====

Number 1: DFT total energy -107147.971 eV. Number 2: DFT total energy -116251.271 eV. Number 3: DFT total energy -49803.995 eV. Number 4: DFT total energy -81284.658 eV.